[1]
This record from OMol25 describes C31H38CeNO2 as an isolated structure in a non-equilibrium geometry. The level of theory is ωB97M-V/def2-TZVPD.

Geometry as XYZ:
```
73
Properties=species:S:1:pos:R:3:forces:R:3:mulliken_charge:R:1
O -3.10139 -0.32650 -3.64405 -1.91 0.15 -1.67 -0.24
C -2.68240 -0.63899 -4.97916 0.36 -0.07 -0.98 -0.67
C -4.02344 -0.38353 -5.63396 -0.47 0.47 0.80 -0.79
H -2.34948 -1.66678 -5.06842 0.35 -0.13 0.10 0.28
H -1.93777 0.07565 -5.31127 0.23 -0.10 -0.16 0.44
C -4.44073 -0.05788 -4.15547 -1.15 -0.17 -1.77 1.18
H -4.54974 -1.24595 -6.08604 0.42 0.59 0.18 0.31
H -4.09042 0.54300 -6.23694 0.17 -0.85 -0.04 0.30
C -5.53603 -0.99459 -3.72249 -0.18 -0.03 -0.03 -1.61
H -5.20098 -2.03315 -3.78895 -0.07 0.08 0.48 0.36
H -6.32297 -0.89419 -4.49043 0.11 0.02 0.47 0.41
H -5.94893 -0.68998 -2.75128 0.09 -0.54 -0.10 0.38
C -4.93763 1.35924 -4.10192 -0.25 0.13 0.01 -1.73
H -4.19044 2.06968 -4.45925 0.02 0.07 0.27 0.36
H -5.34453 1.61648 -3.12061 0.19 0.25 -0.05 0.39
H -5.76193 1.37491 -4.83536 0.16 0.23 0.41 0.43
Ce 0.16413 0.87278 1.46202 3.17 -2.91 -0.82 0.08
C 1.04938 3.20577 1.98751 0.33 -0.20 -0.89 -0.49
C 2.16283 2.50335 1.39032 -0.17 0.96 -0.22 -0.30
C 1.84884 2.23642 0.01824 -0.38 1.15 0.57 -0.58
H 3.10635 2.27280 1.89063 -0.48 -0.04 -0.29 0.53
C 0.55064 2.79845 -0.23727 0.58 0.69 0.43 -0.19
C 0.05817 3.37498 0.96932 0.57 0.15 -0.20 -0.75
H -0.92680 3.81964 1.09974 0.32 0.04 -0.06 0.57
H 0.94816 3.52729 3.02829 0.14 -0.13 -0.45 0.51
H 2.50727 1.75947 -0.71249 -0.30 0.09 0.36 0.53
H 0.06073 2.87882 -1.20365 0.03 -0.28 0.30 0.69
C -0.76534 0.39466 3.79178 -1.22 -0.41 -0.18 -0.10
C -1.66617 1.31300 3.14880 -0.30 -0.90 0.22 -0.78
C -2.31583 0.62302 2.07387 -0.06 -0.30 0.94 -0.31
H -1.83469 2.34802 3.43521 -0.01 -0.26 -0.02 0.58
C -1.81838 -0.72008 2.03989 -0.18 0.44 1.11 -0.64
C -0.85993 -0.86577 3.09647 -0.93 0.60 0.53 -0.46
H -0.36870 -1.79251 3.39596 0.01 0.43 -0.25 0.55
H -0.20155 0.60405 4.70697 -0.09 -0.16 -0.64 0.67
H -3.12619 1.02892 1.46835 0.41 -0.09 -0.02 0.54
H -2.18453 -1.51753 1.39405 0.29 0.28 0.05 0.57
O -1.14442 -1.76807 -2.22876 2.63 0.45 0.14 -0.52
C -1.37314 -0.44056 -1.79377 -1.27 1.70 -0.29 1.40
C -0.35635 0.52755 -2.52595 -0.15 -0.46 0.32 -0.04
H -1.53211 -0.32303 -0.68183 0.79 -0.27 -0.32 -0.90
H -2.36024 -0.16273 -2.26005 1.30 -0.28 1.55 -0.11
C 0.16201 -0.41954 -3.61909 -0.70 0.22 -0.31 -0.24
H 0.52518 0.82131 -1.91735 -0.53 -0.09 -0.23 -0.09
H -0.86169 1.44127 -2.92083 0.33 -0.67 0.37 0.30
C 0.23555 -1.72403 -2.79920 -0.42 -0.09 -0.23 0.12
H 0.99306 0.04863 -4.20097 -0.17 -0.95 0.75 0.39
H -0.65994 -0.62610 -4.34026 1.10 0.31 0.62 -0.19
H 1.03747 -1.70064 -2.00664 -0.86 -0.09 -0.57 -0.47
H 0.34030 -2.61013 -3.43363 0.04 0.10 0.35 0.51
C 5.17250 -2.19054 0.05201 -0.53 0.15 0.06 -0.52
C 3.85908 -2.04494 -0.43811 0.25 0.08 0.29 -0.72
C 2.87852 -1.43921 0.33788 0.51 0.32 0.64 -0.01
C 3.20611 -0.93061 1.61745 0.25 -0.06 -0.36 0.25
C 4.54108 -1.03208 2.08929 -0.25 -0.08 -0.33 -0.10
C 5.51103 -1.67660 1.31109 -0.56 0.08 -0.03 -0.72
N 2.20058 -0.30311 2.35332 -2.01 0.58 -0.65 0.59
C 2.35077 -0.31785 3.74906 0.28 0.24 0.53 -0.37
C 2.49437 -1.53669 4.45070 -0.03 0.53 -0.31 -0.04
C 2.75499 -1.51645 5.81452 -0.04 0.28 -0.03 -0.77
C 2.86577 -0.28874 6.48945 0.06 -0.01 -0.09 -0.55
C 2.68666 0.91851 5.80238 -0.09 -0.32 0.44 -0.74
C 2.40216 0.90700 4.44653 0.06 -0.60 -0.40 -0.08
H 5.91171 -2.72053 -0.54088 -0.09 0.15 0.06 0.40
H 3.57639 -2.41952 -1.41593 0.20 -0.09 0.04 0.43
H 1.83323 -1.36619 0.01633 0.29 -0.18 -0.06 0.11
H 4.78599 -0.59713 3.06524 -0.02 -0.27 -0.44 0.40
H 6.52687 -1.78488 1.69713 -0.32 0.06 -0.17 0.38
H 2.41700 -2.46681 3.87761 0.12 0.28 0.32 0.50
H 2.89504 -2.46275 6.33910 -0.06 0.34 -0.03 0.42
H 3.11398 -0.27856 7.55077 -0.10 0.01 -0.28 0.40
H 2.78358 1.87587 6.31482 -0.04 -0.31 0.00 0.44
H 2.25734 1.83491 3.89017 0.22 -0.29 0.26 0.10
```
Forces are in eV/Å.

The spin multiplicity is 1. The calculation puts the largest force on an atom at 4.39 eV Å⁻¹. The energy above the lowest of the compared OMol25 structures with the same formula, charge and spin is 6.0 kcal/mol. The value obtained for the HOMO energy is -10.0 eV. The LUMO energy comes out at -4.6 eV. The total charge is +1. For the orbital gap, the calculation gives 0.1995 hartree.

***

[2]
This record from OMol25 describes C31H38ClN13O2SiV as an isolated structure. The level of theory is ωB97M-V/def2-TZVPD.

Geometry as XYZ:
```
87
Properties=species:S:1:pos:R:3:forces:R:3:mulliken_charge:R:1
V -0.50909 -1.55763 -0.50786 -0.04 0.09 -0.02 -0.74
C 1.24495 5.04783 1.91481 0.00 0.00 0.00 -1.84
C 0.63874 3.75539 1.42964 -0.01 -0.01 0.00 1.25
C 0.02848 2.88129 2.31418 0.01 0.03 0.01 -1.42
C -0.50087 1.63224 1.90085 0.01 0.00 0.00 0.35
C -1.04197 0.64139 2.71315 -0.01 -0.02 0.00 -1.06
N -1.05952 0.49991 4.08113 0.01 0.02 -0.03 -0.05
C -0.23574 1.18339 5.05303 0.00 0.00 0.00 -1.22
C 1.28300 1.16598 4.82766 0.00 0.00 0.00 0.02
C 1.87451 -0.19825 4.44253 0.01 0.00 0.01 -1.20
N 2.05734 -0.40386 3.02867 -0.02 0.00 0.01 0.37
C 2.98929 0.33311 2.34720 -0.01 0.01 0.01 -0.83
C 3.16324 0.32910 0.95615 0.00 0.00 0.00 0.73
C 4.27387 0.98065 0.36427 0.00 0.00 -0.01 -1.37
C 4.59117 0.85925 -0.97546 0.00 -0.01 -0.02 1.02
C 5.79348 1.56071 -1.55502 0.01 0.00 0.00 -1.68
C 3.80029 0.02963 -1.77464 -0.02 0.00 0.02 -0.69
C 2.66498 -0.58667 -1.24830 0.05 0.00 0.01 0.58
C 1.84873 -1.54498 -2.06994 0.01 0.00 0.04 -1.50
N 0.44738 -1.25630 -2.11541 -0.01 -0.01 -0.01 1.08
C -0.11384 -1.29083 -3.45639 0.00 0.01 0.00 -1.17
C 0.31394 -0.06799 -4.27821 0.00 -0.01 0.00 -0.48
C -0.46955 1.20405 -3.93682 0.00 0.01 0.01 -0.99
N -0.67196 1.32037 -2.51431 -0.01 0.00 0.01 0.15
C 0.11723 2.05422 -1.85722 0.00 -0.03 0.01 -0.35
C 0.09537 2.22855 -0.40182 0.00 0.02 -0.03 1.77
C 0.68205 3.41271 0.08710 -0.01 0.01 0.02 -1.06
C -0.48206 1.30825 0.48231 0.02 -0.05 0.00 -0.79
O -1.03547 0.18488 0.10372 -0.01 0.00 -0.03 -0.09
C 2.27037 -0.38595 0.08065 -0.05 -0.01 -0.02 0.39
O 1.15461 -0.87177 0.55273 0.02 -0.01 -0.01 0.03
H 1.09866 5.16677 2.99029 0.00 0.00 0.00 0.33
H 0.79892 5.91465 1.41887 0.00 0.00 0.00 0.37
H 2.32061 5.07788 1.72021 0.00 0.00 0.00 0.34
H -0.04440 3.17205 3.35507 0.00 0.00 -0.01 0.46
H -1.52727 -0.18271 2.21700 0.00 0.00 0.00 1.04
H -1.36505 -0.42293 4.34907 0.00 0.00 0.01 0.41
H -0.44929 0.70396 6.01243 0.00 0.00 0.00 0.47
H -0.55948 2.22551 5.15694 0.00 0.00 0.01 0.24
H 1.74117 1.52015 5.75923 0.00 0.01 0.00 0.51
H 1.56006 1.87665 4.04755 0.00 -0.01 0.00 0.18
H 1.24885 -1.01016 4.82252 0.00 0.00 0.00 0.48
H 2.85490 -0.30453 4.92261 -0.01 -0.01 0.01 0.36
H 1.27883 -0.72642 2.46252 0.00 -0.01 0.00 -0.33
H 3.70752 0.86753 2.96221 0.00 0.00 0.00 0.36
H 4.91417 1.57929 1.00815 0.00 0.00 0.00 0.25
H 6.23668 2.23965 -0.82426 0.00 0.00 0.00 0.35
H 5.52710 2.14899 -2.43715 0.00 0.01 0.00 0.34
H 6.56718 0.84930 -1.86012 0.00 0.00 0.00 0.31
H 4.06374 -0.13839 -2.81574 0.01 0.00 0.00 0.30
H 2.28799 -1.67270 -3.06146 0.00 -0.01 0.00 0.75
H -1.19867 -1.32971 -3.36929 0.00 0.00 0.00 0.35
H 0.19792 -2.21331 -3.96776 0.00 0.00 0.00 0.39
H 0.19079 -0.28037 -5.34633 0.00 0.00 0.00 0.47
H 1.38074 0.12015 -4.11228 0.00 0.00 0.00 0.19
H -1.45593 1.14715 -4.40815 0.00 0.00 0.00 0.33
H 0.05713 2.08009 -4.35644 0.00 0.00 0.00 0.44
H 0.88867 2.65404 -2.37720 0.00 0.01 0.01 0.12
H 1.16128 4.07951 -0.62470 0.00 0.00 0.00 0.31
N 0.63390 -4.63905 1.19564 0.01 0.00 0.02 -0.08
C -0.32373 -3.84277 1.82843 -0.01 -0.01 0.01 0.33
N -0.74960 -4.13506 3.04335 0.01 0.00 -0.01 -0.70
N -1.65463 -3.17267 3.31058 0.00 -0.01 0.02 -0.81
N -1.75551 -2.36425 2.31198 -0.01 0.00 -0.03 -0.53
N -0.91259 -2.75244 1.33205 0.04 0.01 -0.01 0.87
C 1.37105 -4.14026 0.16160 0.00 -0.01 0.01 0.50
N 2.52763 -4.62225 -0.33234 -0.01 0.01 -0.01 -0.75
N 2.86879 -3.79631 -1.31068 0.03 0.01 -0.01 -1.02
N 1.93765 -2.89752 -1.38383 -0.04 0.04 -0.01 0.82
N 0.99068 -3.07242 -0.49154 0.01 -0.04 0.03 0.51
H 1.08422 -5.30770 1.79645 -0.01 0.00 -0.01 0.34
Cl -1.39714 -3.72368 -1.63966 0.02 0.01 0.00 -0.34
C -6.52999 -1.46931 -0.90256 0.01 0.01 -0.01 -1.01
Si -5.27340 -0.78455 -2.12532 0.00 0.01 -0.02 -0.24
C -5.63681 1.04938 -2.36427 0.00 -0.02 0.00 -0.97
C -5.56136 -1.63410 -3.78426 0.00 0.01 0.02 -0.99
C -3.60149 -1.05331 -1.54925 0.01 0.13 -0.01 -0.01
C -2.44966 -1.24576 -1.18852 -0.02 -0.20 0.03 0.19
H -7.55670 -1.31070 -1.24643 0.00 0.00 0.00 0.27
H -6.41014 -0.98791 0.07017 0.00 0.00 0.00 0.28
H -6.37062 -2.54003 -0.76022 0.00 0.00 0.00 0.30
H -6.65211 1.21849 -2.73657 0.00 0.00 0.00 0.29
H -4.92867 1.48242 -3.07431 0.00 0.00 0.00 0.27
H -5.51791 1.58414 -1.41967 0.00 0.00 0.00 0.31
H -6.58942 -1.50215 -4.13584 0.00 0.00 0.00 0.30
H -5.35442 -2.70271 -3.69800 0.00 0.00 0.00 0.30
H -4.88374 -1.22827 -4.53911 0.00 0.00 0.00 0.27
```
Forces are in eV/Å.

The spin multiplicity is 4. The calculation puts the largest force on an atom at 0.20 eV Å⁻¹. The energy above the lowest of the compared OMol25 structures with the same formula, charge and spin is 61.7 kcal/mol. The value obtained for the HOMO energy (spin up / spin down) is -0.4 / -2.4 eV. The LUMO energy (spin up / spin down) comes out at 4.5 / 4.4 eV. The total charge is -2. For the orbital gap (spin up / spin down), the calculation gives 0.1782 / 0.2513 hartree.